# 1
54
Properties=species:S:1:pos:R:3:forces:R:3 method="wB97M-V/def2-TZVPD" homo_ev="-13.3 / -11.5" total_energy_ev=-79066.4305 homo_lumo_gap_ev="7.040 / 2.943" lumo_energy_ha="-0.230 / -0.314" total_charge=+2 spin_multiplicity=8
C -0.6985 2.3180 -1.5512 -0.720 -0.927 -0.711
I 1.4328 3.0184 0.5295 2.554 -2.468 2.843
H -0.7222 1.7157 -2.4599 -0.241 0.251 -0.459
H -1.7383 2.4273 -1.2048 0.354 0.240 -0.205
H -0.1608 1.6649 -0.8698 -0.109 0.452 -0.071
Gd 1.6649 -1.9103 -0.2799 0.607 1.673 -0.381
P 0.0742 3.9070 -1.9452 -0.875 -0.873 0.120
C -0.2112 5.0534 -0.5614 0.485 0.859 0.394
C 1.7087 3.5689 -2.6393 0.820 0.446 -0.064
H 2.1197 4.4841 -3.0892 -0.161 -0.193 0.045
H -0.4799 5.4814 -3.6414 -0.237 -0.078 -0.052
H 1.6288 2.8048 -3.4217 -0.329 0.198 0.065
H -0.9564 3.8281 -4.1296 0.057 0.163 0.158
H 0.3929 4.7398 0.3439 -1.175 1.331 -1.115
H 2.4273 3.1996 -1.8908 -0.512 0.293 -0.472
C -0.9326 4.5444 -3.3007 0.069 0.094 -0.030
H 0.1033 6.0765 -0.8053 -0.287 -0.147 -0.158
H -1.9585 4.7230 -2.9505 0.315 0.026 -0.103
H -1.2610 5.0191 -0.2443 0.076 0.037 -0.458
P 0.2773 -3.7228 -1.5902 0.078 -0.862 -0.593
C 0.0120 -5.1234 -0.4597 -0.457 -0.100 0.121
C -0.7003 -3.9951 -3.0873 -0.425 0.104 -0.549
H 2.3555 -3.3104 -2.8944 -0.132 -0.178 0.142
H 2.0607 -5.0368 -2.5634 0.260 0.061 0.126
H 2.7928 -4.0075 -1.3073 -0.353 -0.250 -0.311
C 2.0424 -4.0328 -2.1309 -0.173 -0.192 -0.229
H -0.5043 -3.1859 -3.8151 0.010 -0.329 0.407
H -0.4740 -4.9612 -3.5676 -0.010 0.298 0.284
H -0.0754 -6.0593 -1.0184 0.077 0.013 0.177
H -0.9171 -4.9452 0.0979 0.148 -0.179 -0.167
H -1.7784 -3.9623 -2.8501 0.474 -0.033 0.009
H 0.8206 -5.2120 0.2791 -0.072 0.002 -0.246
Cl 1.8516 -0.6428 -2.3908 0.000 0.239 -0.195
C 1.5475 -2.0298 2.5086 0.143 0.433 0.214
N 0.4810 -1.1278 2.9247 0.368 -0.551 -1.114
C 0.1856 -1.0044 4.3411 0.142 -0.638 0.349
C -0.6505 0.2158 4.5751 0.077 0.425 0.551
C -1.8021 0.2475 3.6124 -0.303 -0.179 0.360
N -1.2954 0.2158 2.2535 0.098 -0.609 -0.470
C -2.0891 0.8671 1.2336 -0.359 0.400 -0.670
C -0.2579 -0.5465 1.9385 0.576 0.373 -0.100
O 0.1228 -0.6986 0.7126 -0.546 -0.091 0.972
H 2.1358 -2.3576 3.3737 -0.304 0.122 -0.123
H 2.2992 -1.4583 1.8706 -0.588 -0.586 0.900
H 1.1450 -2.9687 2.0324 0.350 0.649 0.170
H -0.3172 -1.9225 4.6832 0.024 0.250 -0.005
H 1.1406 -0.9439 4.8627 -0.050 0.086 0.105
H -0.0441 1.1167 4.4555 -0.012 -0.022 -0.037
H -1.0155 0.2048 5.5994 -0.042 0.022 0.050
H -2.3776 1.1635 3.7166 -0.002 -0.033 0.119
H -2.4728 -0.6104 3.7784 0.044 0.240 -0.039
H -2.3985 0.2012 0.4135 0.203 0.046 0.386
H -2.9838 1.2549 1.7225 0.065 -0.109 -0.161
H -1.5497 1.7145 0.8015 0.003 -0.200 0.220

# 2
61
Properties=species:S:1:pos:R:3:forces:R:3 method="wB97M-V/def2-TZVPD" homo_ev=-9.2 total_energy_ev=-45208.9735 homo_lumo_gap_ev=9.080 lumo_energy_ha=-0.005 total_charge=0
N -3.7110 -0.9570 -0.7556 -1.271 -1.421 -4.470
C -2.8502 -0.8442 0.2003 2.278 1.144 -0.200
N -3.5396 -0.4810 1.2414 -0.278 0.380 4.286
O -1.6150 -0.8482 0.0710 -0.304 -0.403 0.777
H -3.3635 -1.2411 -1.6603 -0.731 0.007 -0.102
H -4.6798 -1.0118 -0.4755 0.226 -0.183 -1.252
H -4.5264 -0.6710 1.1401 0.324 0.273 1.260
H -3.0524 -0.5584 2.1228 -0.531 0.325 0.246
N -1.2436 0.1993 4.9883 -0.494 0.587 4.419
C -1.1430 -0.1045 3.7433 0.616 -4.171 1.599
N -1.0123 -1.3865 3.4372 -0.039 -2.831 0.578
O -1.1256 0.6798 2.9168 -0.203 6.976 -7.000
H -1.2771 1.1917 5.1728 -0.007 -0.411 0.516
H -1.3033 -0.5361 5.6780 0.016 0.783 0.271
H -1.0093 -2.0213 4.2228 0.052 -0.600 -0.883
H -1.0484 -1.6517 2.4632 0.196 -0.269 0.287
N -1.6457 1.4443 -1.9230 -0.866 -3.580 4.457
C -1.8866 1.7555 -3.1638 -1.707 -2.132 -1.523
N -1.2376 2.8309 -3.4153 1.799 4.474 -2.924
O -2.6335 1.1230 -3.9220 0.061 0.587 0.581
H -2.1692 0.6349 -1.6217 0.553 0.052 0.181
H -0.8400 1.6639 -1.3550 -0.138 0.278 -0.360
H -1.5476 3.3693 -4.2117 0.772 0.002 0.035
H -0.4702 3.0909 -2.8124 -0.251 0.443 -0.494
N 0.3976 4.7090 -0.3256 -1.078 6.497 -4.035
C 0.5969 3.6315 0.2602 5.200 -4.703 2.755
N -0.4914 3.1225 0.7339 -5.128 -2.209 1.412
O 1.7480 3.1975 0.4123 -0.549 -0.527 0.415
H 1.1957 5.0915 -0.8122 -0.489 0.478 0.057
H -0.5529 5.0505 -0.3226 0.677 0.782 -0.640
H -0.7368 2.2323 1.1431 1.187 -0.132 0.335
H -1.3318 3.5464 0.3676 -0.080 -0.198 0.253
N 0.7216 -3.4226 0.5773 2.968 6.954 -6.306
C 0.1541 -4.3956 1.1185 -0.481 -2.138 -0.246
N 0.5348 -4.2892 2.3524 -0.419 -2.174 7.019
O -0.4772 -5.2264 0.5438 -2.269 -2.028 -0.404
H 1.2086 -2.7197 1.1147 -0.400 -0.033 -0.472
H 0.4480 -3.1685 -0.3611 0.400 -0.159 -0.220
H 1.4488 -3.9096 2.5538 -0.469 -0.403 0.351
H 0.0789 -4.9210 2.9952 0.724 -0.093 0.256
O -0.6493 -2.2566 -1.9269 0.680 -0.455 -0.671
H -0.9132 -1.9030 -1.0774 -0.421 0.548 0.513
H -1.4395 -2.2042 -2.4646 0.023 -0.109 -0.323
O 3.5878 2.4186 -1.3577 0.932 0.117 -0.234
H 2.9236 1.9517 -1.8649 -0.121 -0.180 -0.109
H 3.1262 2.7152 -0.5734 -0.260 0.180 0.314
O 4.0879 -0.8373 -0.5474 0.436 -0.265 -0.231
H 3.1882 -0.5145 -0.5990 -0.283 0.401 0.223
H 3.9986 -1.7584 -0.3025 0.052 -0.242 0.190
O 1.8708 1.3963 -3.1619 -0.710 0.179 0.060
H 2.3328 1.6563 -3.9589 0.241 0.067 -0.182
H 1.5285 0.5239 -3.3567 0.094 -0.462 -0.206
O 1.3377 0.0142 -0.0965 0.319 -0.123 0.025
H 1.0283 -0.0116 -1.0019 -0.206 0.040 -0.356
H 0.5588 -0.1693 0.4287 -0.503 -0.029 0.242
O 2.9072 -1.5104 -3.3855 -0.428 0.043 -0.396
H 3.7828 -1.8880 -3.4694 0.266 0.060 0.046
H 2.6316 -1.7385 -2.4977 0.038 -0.084 0.233
O 2.9134 0.0964 2.5625 0.045 -0.097 0.525
H 2.4327 -0.7276 2.4844 -0.067 -0.101 -0.037
H 2.7529 0.5475 1.7337 0.004 0.287 -0.440

# 3
12
Properties=species:S:1:pos:R:3:forces:R:3 method="wB97M-V/def2-TZVPD" homo_ev=-10.1 total_energy_ev=-9811.3090 homo_lumo_gap_ev=9.732 lumo_energy_ha=-0.012 total_charge=0
O 1.6448 -1.6944 -0.8306 -0.605 0.227 -0.352
C 0.5870 -1.4446 -1.3477 0.375 -0.256 -0.081
C -0.4738 -0.5258 -0.7370 -0.508 0.009 -0.158
O -1.4150 -0.1254 -1.3812 0.180 -0.399 0.275
N -0.1723 -0.2659 0.5881 0.005 -0.861 -0.160
C -0.8103 0.7838 1.2812 0.667 0.419 0.039
C 0.6547 0.9164 0.6404 -0.414 0.568 0.524
H 0.2567 -1.8721 -2.3078 0.138 -0.035 -0.135
H -0.8002 0.8211 2.3596 -0.023 -0.856 0.157
H -1.7993 1.0555 0.8565 1.179 0.890 -0.196
H 0.6590 1.6830 -0.1207 -0.155 -0.480 -0.786
H 1.6689 0.6683 0.9991 -0.840 0.774 0.874

# 4
23
Properties=species:S:1:pos:R:3:forces:R:3 method="wB97M-V/def2-TZVPD" homo_ev="-7.8 / -8.2" total_energy_ev=-18826.8493 homo_lumo_gap_ev="7.650 / 7.688" lumo_energy_ha="-0.007 / -0.019" total_charge=0
C -1.4521 -1.2702 -0.5289 1.848 -1.524 -1.998
C -1.5537 1.6763 -0.0203 -1.249 2.900 -2.411
C 0.0347 -0.9785 -1.0170 1.397 -3.097 0.852
C -0.2597 1.5760 -0.7984 1.551 -0.639 -0.450
C -1.3909 -0.8052 0.9144 -0.333 0.519 -1.181
C -1.5184 0.7449 1.0730 1.984 -2.144 0.288
C 0.4594 0.3080 -0.2911 -0.408 -1.206 0.121
C -0.2002 0.0539 1.0465 -0.048 0.318 0.051
C 3.2678 -0.7019 0.7616 0.874 -1.626 -3.931
P 2.2258 0.7963 0.0768 0.946 -1.038 0.390
H -1.9934 -0.6807 -1.2653 -1.034 0.184 0.589
H -1.6615 -2.3817 -0.7832 0.081 1.819 0.926
H -1.5033 2.7229 0.3821 -0.857 -0.861 -0.166
H -2.4168 1.6039 -0.7543 0.633 0.091 1.107
H 0.6483 -1.8278 -0.4687 -0.875 1.458 -1.208
H 0.2059 -1.1717 -2.1195 -0.201 0.837 1.101
H -0.4250 1.4613 -1.8913 0.441 0.680 0.592
H 0.4562 2.3734 -0.4718 -0.918 0.018 -1.017
H -1.7842 -1.4354 1.6861 -0.182 -0.025 0.390
H -1.7795 1.0886 1.9921 -1.372 0.657 2.599
H 3.2423 -0.6954 1.8172 0.171 -0.095 1.109
H 4.3725 -0.6846 0.3250 -2.114 0.773 1.216
H 3.0256 -1.7724 0.3348 -0.336 2.001 1.030

Copy entry 4 word for word.
23
Properties=species:S:1:pos:R:3:forces:R:3 method="wB97M-V/def2-TZVPD" homo_ev="-7.8 / -8.2" total_energy_ev=-18826.8493 homo_lumo_gap_ev="7.650 / 7.688" lumo_energy_ha="-0.007 / -0.019" total_charge=0
C -1.4521 -1.2702 -0.5289 1.848 -1.524 -1.998
C -1.5537 1.6763 -0.0203 -1.249 2.900 -2.411
C 0.0347 -0.9785 -1.0170 1.397 -3.097 0.852
C -0.2597 1.5760 -0.7984 1.551 -0.639 -0.450
C -1.3909 -0.8052 0.9144 -0.333 0.519 -1.181
C -1.5184 0.7449 1.0730 1.984 -2.144 0.288
C 0.4594 0.3080 -0.2911 -0.408 -1.206 0.121
C -0.2002 0.0539 1.0465 -0.048 0.318 0.051
C 3.2678 -0.7019 0.7616 0.874 -1.626 -3.931
P 2.2258 0.7963 0.0768 0.946 -1.038 0.390
H -1.9934 -0.6807 -1.2653 -1.034 0.184 0.589
H -1.6615 -2.3817 -0.7832 0.081 1.819 0.926
H -1.5033 2.7229 0.3821 -0.857 -0.861 -0.166
H -2.4168 1.6039 -0.7543 0.633 0.091 1.107
H 0.6483 -1.8278 -0.4687 -0.875 1.458 -1.208
H 0.2059 -1.1717 -2.1195 -0.201 0.837 1.101
H -0.4250 1.4613 -1.8913 0.441 0.680 0.592
H 0.4562 2.3734 -0.4718 -0.918 0.018 -1.017
H -1.7842 -1.4354 1.6861 -0.182 -0.025 0.390
H -1.7795 1.0886 1.9921 -1.372 0.657 2.599
H 3.2423 -0.6954 1.8172 0.171 -0.095 1.109
H 4.3725 -0.6846 0.3250 -2.114 0.773 1.216
H 3.0256 -1.7724 0.3348 -0.336 2.001 1.030